{"formula": "C15H30Cl2LaNP", "method": "wB97M-V/def2-TZVPD", "elements": ["La", "Cl", "Cl", "H", "H", "P", "C", "C", "C", "C", "H", "C", "H", "H", "H", "H", "H", "H", "H", "C", "C", "H", "H", "H", "H", "H", "H", "C", "H", "C", "H", "H", "H", "H", "H", "H", "N", "C", "C", "C", "C", "C", "C", "H", "H", "H", "H", "H", "H", "H"], "positions_angstrom": [[-0.043, 0.003, 0.226], [-1.524, 2.127, -0.093], [1.465, -2.064, 0.113], [-1.612, -0.688, 0.051], [1.186, 1.301, -0.057], [-0.063, 0.079, -2.647], [0.230, 1.783, -3.109], [1.053, -1.014, -3.400], [-1.838, -0.266, -2.910], [1.237, 2.631, -2.305], [-0.771, 2.269, -2.964], [0.596, 1.802, -4.558], [1.671, 1.581, -4.722], [0.431, 2.836, -4.961], [0.005, 1.124, -5.190], [0.792, 3.019, -1.364], [1.530, 3.502, -2.912], [2.153, 2.067, -2.053], [-2.348, 0.595, -2.400], [-2.423, -1.548, -2.290], [-2.117, -0.203, -4.386], [-2.107, 0.826, -4.776], [-3.148, -0.600, -4.574], [-1.427, -0.823, -4.973], [-1.776, -1.999, -1.511], [-2.603, -2.321, -3.068], [-3.400, -1.315, -1.819], [2.518, -0.751, -3.007], [0.909, -0.690, -4.424], [0.727, -2.504, -3.316], [2.928, 0.141, -3.512], [3.138, -1.616, -3.293], [2.639, -0.607, -1.907], [0.679, -2.879, -2.270], [1.526, -3.075, -3.827], [-0.225, -2.740, -3.818], [0.449, 0.631, 2.451], [0.059, -0.226, 3.563], [1.022, -0.802, 4.308], [0.653, -1.509, 5.449], [-0.687, -1.627, 5.802], [-1.647, -1.032, 4.999], [-1.283, -0.321, 3.858], [1.445, 0.780, 2.366], [-0.091, 1.477, 2.372], [2.104, -0.700, 4.065], [1.436, -1.974, 6.093], [-0.974, -2.178, 6.712], [-2.725, -1.114, 5.284], [-2.077, 0.171, 3.242]], "mulliken_charge": [0.472, -0.660, -0.684, -0.129, -0.205, -0.425, 1.105, 0.798, 1.021, -1.536, 0.384, -1.819, 0.263, 0.422, 0.409, 0.243, 0.459, 0.205, 0.395, -1.480, -1.697, 0.277, 0.479, 0.289, 0.234, 0.428, 0.283, -1.289, 0.405, -1.542, 0.250, 0.439, 0.140, 0.131, 0.516, 0.285, -0.499, 0.907, -0.530, -0.399, -0.550, -0.399, -0.454, 0.246, 0.316, 0.256, 0.288, 0.338, 0.292, 0.320], "charge": -1, "lumo_ev": 2.720, "homo_lumo_gap_ev": 4.8}